(1)
Here is C11H12BrClMn as an isolated structure in a non-equilibrium geometry from OMol25. Energies are from ωB97M-V/def2-TZVPD.

Structure (XYZ):
```
26
Properties=species:S:1:pos:R:3
C 2.2934 -1.1571 0.0890
C 2.5336 0.1927 -0.3542
C 1.6885 1.0671 0.4209
H 3.2790 0.5259 -1.0786
C 0.8987 0.2706 1.3204
C 1.3086 -1.1080 1.1421
H 0.9684 -1.9463 1.7426
H 2.8357 -2.0382 -0.2541
H 1.6960 2.1517 0.3728
H 0.1378 0.6494 1.9921
Mn 0.4508 -0.2910 -0.6527
Br -1.5452 -1.4073 -0.3031
C -2.7657 -4.4332 -0.8760
C -2.1980 -4.9585 0.3251
C -0.9184 -5.5073 0.0070
H -2.6652 -4.9416 1.3066
C -0.6938 -5.3202 -1.3933
C -1.8360 -4.6590 -1.9381
H -1.9832 -4.3794 -2.9784
H -3.7324 -3.9453 -0.9649
H -0.2396 -5.9888 0.7068
H 0.1865 -5.6350 -1.9481
Cl 0.5617 1.1198 -2.8156
C -0.2853 1.4070 -1.2973
H 0.0355 2.3639 -0.8733
H -1.3742 1.3101 -1.3743
```

The value obtained for the HOMO-LUMO gap (alpha / beta) is 4.64 / 4.72 eV. The expectation value of S² is 6.103. As for the HOMO energy (alpha / beta): -2.17 / -2.19 eV. As for the multiplicity: 5. The net charge is -1.

Charges in e, computed with Mulliken, in the same order as the atoms: C -0.4363; C -0.3479; C -0.6247; H 0.4199; C -0.4650; C -0.3499; H 0.4869; H 0.4460; H 0.6288; H 0.3291; Mn 0.0980; Br -0.3028; C -0.7397; C -0.4629; C -0.5421; H 0.3447; C -0.5849; C -0.4648; H 0.3523; H 0.4257; H 0.3815; H 0.3899; Cl -0.1827; C -0.4208; H 0.2696; H 0.3520

=====

(2)
Here is a 2-piece molecular cluster, C5H10O overall in a non-equilibrium geometry from OMol25. Energies are from ωB97M-V/def2-TZVPD.

Structure (XYZ):
```
16
Properties=species:S:1:pos:R:3
C -2.6451 0.0597 -1.6142
C -1.5839 -0.1364 -0.5882
C -0.7622 0.7841 -0.0597
H -2.8560 -0.9423 -2.0127
H -3.5808 0.4512 -1.2346
H -2.3703 0.6730 -2.4790
H -1.6106 -1.1137 -0.1046
H -0.3953 0.5832 0.9189
H -0.8717 1.7958 -0.4347
O 1.3219 0.6055 2.2695
C 1.6700 -0.2639 1.5053
C 2.9604 -0.4016 0.7939
H 0.8652 -0.8564 1.0468
H 3.0705 0.4185 0.0815
H 3.0611 -1.4110 0.3415
H 3.7267 -0.2456 1.5704
```

The value obtained for the HOMO-LUMO gap is 10.40 eV. As for the HOMO energy: -9.45 eV. As for the multiplicity: 1. Its energy above the lowest of the compared OMol25 structures with the same formula, charge and spin is 46.7 kcal per mole. Its SMILES is C=CC.CC=O.

Charges in e, computed with Mulliken, in the same order as the atoms: C -1.1138; C 0.2191; C -0.8590; H 0.3032; H 0.2714; H 0.3141; H 0.2566; H 0.3607; H 0.2735; O -0.5096; C 0.3215; C -0.8908; H 0.2327; H 0.2374; H 0.2978; H 0.2853

=====

(3)
Here is a 16-piece molecular cluster, C64H112N16 overall in a non-equilibrium geometry from OMol25. Energies are from ωB97M-V/def2-TZVPD.

Structure (XYZ):
```
192
Properties=species:S:1:pos:R:3
C -26.8072 8.7068 19.8056
C -25.4032 9.2759 19.6515
C -25.2946 10.7368 19.2014
C -25.9277 11.6648 20.1260
N -26.3921 12.3878 20.8906
H -27.4072 8.9439 18.9257
H -27.3173 8.9446 20.7396
H -26.7478 7.6145 19.8403
H -24.8550 8.7256 18.8834
H -24.8189 9.1107 20.5585
H -25.7672 10.9161 18.2321
H -24.2437 11.0291 19.1461
C -18.8424 11.3537 16.2506
C -20.1645 11.3133 17.0000
C -20.0632 11.7594 18.4585
C -19.4136 13.0717 18.5488
N -18.8563 14.0756 18.6028
H -18.0273 10.8785 16.8106
H -18.4558 12.3523 16.0431
H -18.9216 10.7955 15.3169
H -20.5524 10.2976 16.9539
H -20.8567 11.9942 16.5060
H -19.4317 11.0664 19.0283
H -20.9955 11.8065 19.0185
C -27.0943 7.5824 15.3294
C -25.7147 7.5424 15.9784
C -25.4091 6.1789 16.5936
C -26.3695 5.7334 17.6089
N -27.1289 5.3769 18.3911
H -27.3216 6.6254 14.8487
H -27.2008 8.3379 14.5486
H -27.8924 7.7591 16.0525
H -25.6710 8.3436 16.7195
H -24.9263 7.7580 15.2586
H -24.4171 6.2321 17.0353
H -25.4313 5.4255 15.8060
C -21.6461 8.9655 20.3170
C -21.1250 7.9293 19.3489
C -22.1276 7.4756 18.2933
C -22.6351 8.5367 17.4005
N -23.0471 9.3476 16.6968
H -22.4182 8.5638 20.9780
H -21.9868 9.9101 19.8852
H -20.8504 9.2801 20.9983
H -20.8231 7.0129 19.8613
H -20.2106 8.2862 18.8651
H -22.9959 6.9832 18.7378
H -21.6667 6.7373 17.6323
C -13.7317 10.3981 19.0454
C -14.0843 9.3578 17.9857
C -15.0530 8.2489 18.4077
C -16.3811 8.7700 18.7703
N -17.4375 9.1385 19.0326
H -13.3822 11.2949 18.5360
H -12.9506 10.0734 19.7310
H -14.6253 10.6668 19.6112
H -13.2321 8.8935 17.4862
H -14.5620 9.8764 17.1464
H -14.7093 7.7450 19.3133
H -15.2540 7.5237 17.6206
C -27.9199 5.0484 21.9071
C -27.2696 6.0461 22.8607
C -25.7678 5.7961 23.0262
C -24.9562 6.1571 21.8662
N -24.2679 6.4264 20.9888
H -27.5814 5.1856 20.8787
H -29.0055 5.1042 21.9681
H -27.6472 4.0236 22.1773
H -27.7663 5.9993 23.8286
H -27.4043 7.0527 22.4572
H -25.5768 4.7408 23.2419
H -25.3788 6.3447 23.8881
C -19.5680 4.4051 18.8356
C -18.9135 3.5219 17.7668
C -17.5441 3.0142 18.2091
C -16.6017 4.0921 18.4960
N -15.8939 4.9633 18.7426
H -20.5768 4.7249 18.5717
H -18.9621 5.2950 19.0255
H -19.6656 3.8613 19.7793
H -18.8481 4.0443 16.8134
H -19.5674 2.6585 17.6342
H -17.1047 2.3397 17.4743
H -17.6449 2.4647 19.1500
C -17.8491 11.2754 21.5855
C -16.6602 10.9089 22.4701
C -17.0230 10.7285 23.9459
C -17.6417 11.8638 24.6306
N -18.1634 12.7365 25.1643
H -18.1591 12.2764 21.8885
H -18.6347 10.5222 21.6217
H -17.5004 11.3278 20.5541
H -15.8872 11.6782 22.3856
H -16.1883 10.0080 22.0712
H -16.2513 10.2993 24.5821
H -17.8698 10.0293 23.9593
C -20.1008 5.2321 24.7217
C -20.3073 5.4103 23.2053
C -21.7638 5.1962 22.7452
C -22.2882 3.9154 23.2412
N -22.6937 2.9105 23.6165
H -19.1592 5.6748 25.0435
H -19.9587 4.1592 24.8745
H -20.9510 5.5607 25.3178
H -19.6994 4.6553 22.7073
H -20.0370 6.4252 22.9114
H -21.8097 5.2604 21.6619
H -22.3917 5.9604 23.2079
C -25.5944 12.5245 14.1041
C -24.8977 11.8786 15.3022
C -23.5327 12.4766 15.6298
C -22.5440 12.3279 14.5514
N -21.7260 12.2146 13.7548
H -26.5306 12.0180 13.8626
H -24.9831 12.4402 13.2007
H -25.8225 13.5838 14.2274
H -24.7762 10.8119 15.1016
H -25.5638 11.9563 16.1619
H -23.1087 12.0204 16.5241
H -23.6446 13.5423 15.8406
C -18.0592 7.5081 15.6136
C -19.4379 6.8559 15.6439
C -19.8504 6.1097 14.3736
C -19.0066 4.9384 14.1175
N -18.3612 4.0051 13.9509
H -17.9453 8.1251 16.5049
H -17.9276 8.1883 14.7672
H -17.2804 6.7486 15.5486
H -20.2589 7.5428 15.8603
H -19.4034 6.1142 16.4472
H -19.7689 6.7346 13.4805
H -20.8662 5.7192 14.4543
C -25.1752 9.3150 11.8969
C -23.7402 9.8441 11.9655
C -22.9373 9.2688 13.1160
C -23.0161 7.8173 13.3254
N -23.0805 6.6811 13.4807
H -25.6838 9.8012 11.0624
H -25.7002 9.5806 12.8178
H -25.2184 8.2416 11.7147
H -23.7944 10.9310 11.9849
H -23.2589 9.6007 11.0135
H -23.2109 9.6958 14.0838
H -21.8800 9.4982 12.9643
C -21.2716 10.8679 26.9216
C -21.2885 9.3413 26.8953
C -20.2114 8.7340 25.9993
C -20.3437 9.1319 24.6081
N -20.4780 9.4521 23.5145
H -20.2986 11.3085 27.1368
H -21.9746 11.2183 27.6823
H -21.6720 11.3202 26.0100
H -22.2694 9.0300 26.5233
H -21.2610 8.9973 27.9287
H -20.2330 7.6440 26.0351
H -19.2146 9.0205 26.3474
C -21.2270 12.9387 22.3727
C -21.4808 14.3609 21.8596
C -22.8802 14.5208 21.2170
C -22.9342 13.8648 19.9160
N -22.9062 13.3749 18.8780
H -20.1670 12.7943 22.5604
H -21.5438 12.1994 21.6299
H -21.8086 12.7167 23.2691
H -20.7605 14.5149 21.0528
H -21.3510 15.1033 22.6423
H -23.1653 15.5628 21.0759
H -23.6117 14.0697 21.8926
C -24.7898 9.4202 23.5268
C -23.9105 10.6613 23.5293
C -24.6415 11.8847 24.1215
C -25.0690 11.6260 25.5029
N -25.4062 11.3806 26.5734
H -25.7214 9.5704 22.9702
H -25.0717 9.1302 24.5397
H -24.2999 8.6025 22.9927
H -23.6674 10.9801 22.5130
H -22.9816 10.4453 24.0562
H -25.4839 12.1711 23.4923
H -23.9584 12.7357 24.1755
C -22.3058 1.3456 14.6001
C -22.6393 2.5881 13.7922
C -23.6893 3.4700 14.4940
C -23.1053 4.1460 15.6564
N -22.6363 4.6250 16.5898
H -22.0930 1.6038 15.6388
H -21.4137 0.8646 14.1956
H -23.0950 0.5928 14.5751
H -23.0223 2.3544 12.7982
H -21.7288 3.1690 13.6314
H -24.5136 2.8446 14.8434
H -24.0965 4.2485 13.8480
```

The value obtained for the HOMO-LUMO gap is 11.36 eV. As for the HOMO energy: -11.04 eV. As for the multiplicity: 1. Its energy above the lowest of the compared OMol25 structures with the same formula, charge and spin is 0.0 kcal per mole.

Mulliken atomic charge list, values in e, 99 entries: C -1.3185; C 2.4461; C 1.4349; C -0.2218; N -0.6867; H 0.3149; H 0.4046; H 0.0855; H -1.1297; H -1.0061; H -0.0713; H -0.3684; C -1.4843; C 1.1041; C 2.4450; C -0.1102; N -0.6957; H 0.1544; H 0.4426; H 0.4173; H -0.6003; H -0.1952; H -0.5077; H -1.1469; C -1.5956; C 1.7645; C 1.4541; C -0.1607; N -0.6031; H 0.3968; H 0.3414; H 0.3535; H -0.6837; H -0.8542; H -1.0867; H 0.4637; C 1.7240; C 0.2293; C 1.6086; C -0.8711; N 0.4326; H -0.2918; H -1.1277; H -0.2065; H -0.2356; H -0.2429; H -0.0569; H -0.8337; C -0.8625; C -0.5953; C -0.3516; C -0.0159; N -0.2062; H 0.3540; H 0.3074; H 0.0766; H 0.4079; H 0.3011; H 0.3640; H 0.2716; C -1.1490; C -0.3255; C -0.6033; C 0.1625; N -0.2595; H 0.2405; H 0.3752; H 0.3440; H 0.4325; H 0.0494; H 0.5307; H 0.3311; C -0.8235; C 0.1903; C -0.8055; C 0.3675; N -0.4858; H -0.0408; H 0.2727; H 0.4957; H -0.2115; H 0.3558; H 0.4005; H 0.3281; C -0.6285; C -0.9183; C 0.2366; C 0.1782; N -0.5868; H 0.4354; H 0.1656; H 0.2263; H 0.3893; H 0.3044; H 0.4633; H -0.3478; C -1.6808; C -0.0588; C 0.7897

=====

(4)
Here is a 2-piece molecular cluster, CH4IPS overall in a non-equilibrium geometry from OMol25. Energies are from ωB97M-V/def2-TZVPD.

Structure (XYZ):
```
8
Properties=species:S:1:pos:R:3
C -1.3233 -0.3230 0.5827
P -3.0263 -0.4989 0.5923
S 2.7576 -0.2747 -0.8589
I 3.3615 2.0477 -1.1135
H -0.6574 -0.4035 1.4247
H -0.6983 -0.0823 -0.2725
H -3.2410 -0.1852 -0.7388
H 2.8272 -0.2800 0.3839
```

The value obtained for the HOMO-LUMO gap is 8.22 eV. As for the HOMO energy: -9.26 eV. As for the multiplicity: 1. Its energy above the lowest of the compared OMol25 structures with the same formula, charge and spin is 59.2 kcal per mole. Its SMILES is C=P.SI.

Charges in e, computed with Mulliken, in the same order as the atoms: C -0.3855; P -0.0569; S -0.2705; I 0.0935; H 0.2590; H 0.1956; H 0.0043; H 0.1605

=====

Results for total energy: -4611.4994 -271.6782 -3381.8746 -1077.6618 (in hartree, following the order of the records).